Record 1
One molecule with the formula C8H9NO2. Source: OMol25; level of theory: the ωB97M-V functional and the def2-TZVPD basis.

```
20
Properties=species:S:1:pos:R:3:forces:R:3
N 2.58860 2.06834 -0.93514 0.2 -1.3 0.2
C 1.46948 1.59125 -1.85708 0.6 1.3 -0.9
C 0.50333 0.52245 -1.43375 1.5 -0.2 2.6
C -0.30737 -0.28896 -2.13874 -1.3 -0.5 -3.4
C -1.15000 -1.28159 -1.68217 0.0 0.0 2.7
C -1.15140 -1.54242 -0.27996 0.6 1.5 0.5
C -0.51315 -0.59217 0.60124 2.8 1.2 -6.0
C -0.54508 -0.47554 1.99796 -3.2 -0.3 4.6
O -0.15391 0.31622 2.85069 1.0 -0.4 -2.2
O -1.50204 -1.36977 2.47549 0.8 0.3 1.4
C 0.33993 0.39685 -0.08007 -1.8 -0.2 2.8
H 2.39136 2.70989 -0.16497 -1.1 0.2 -0.9
H 3.09268 1.36572 -0.35345 -0.6 -0.2 -1.5
H 1.74549 1.54705 -2.96377 0.6 -0.7 1.6
H 0.81992 2.42784 -1.97561 -0.5 1.2 0.3
H -0.41079 -0.06980 -3.19400 0.2 -0.1 -0.4
H -1.91553 -1.73437 -2.30874 0.6 -0.2 -0.1
H -1.64777 -2.39022 0.15394 -0.4 -0.1 0.0
H -1.48608 -1.14604 3.45397 -0.3 -0.5 -1.4
H 0.66358 1.26072 0.52457 0.3 -0.9 0.1
```
Forces are in eV/Å.

The calculation puts the total energy at -515.4337 Ha. As for the LUMO energy: -0.003 hartree. The calculation puts the HOMO energy at -9.4 eV. As for the multiplicity: 1. The energy above the lowest of the compared OMol25 structures with the same formula, charge and spin comes out at 28.34 kcal/mol.

These are the natural (NBO) partial charges, in e, on atoms 1 to 5:
1. N -0.85
2. C -0.25
3. C -0.06
4. C -0.17
5. C -0.23

=====

Record 2
C19H24N2O5S as an isolated structure. Source: OMol25; level of theory: the ωB97M-V functional and the def2-TZVPD basis.

```
51
Properties=species:S:1:pos:R:3:forces:R:3
C 2.25462 1.74336 -1.79937 -0.4 2.0 -1.3
C 3.38032 1.16503 -0.97713 -2.6 2.6 0.3
N 4.00250 1.98183 -0.10031 -1.0 -4.7 -2.1
O 4.75780 1.03912 0.55917 1.8 -1.5 -0.3
C 4.63427 -0.34755 -0.06051 -3.1 9.9 1.2
C 3.63268 -0.26096 -0.87292 -0.4 1.1 -1.6
C 3.09784 -1.44871 -1.56498 4.4 7.2 -7.7
H 3.11984 -1.05155 -2.91610 0.0 -1.0 3.6
H 3.76296 -2.17709 -1.66582 2.5 -3.6 0.4
O 1.87302 -1.67187 -1.37693 -7.3 1.5 -2.3
C 1.59407 -2.10072 -0.21196 -3.1 -4.2 -1.1
O 2.44667 -2.64672 0.34154 5.0 -1.7 5.3
C 0.23587 -2.58651 0.01182 -2.1 3.7 3.9
C -0.12098 -2.92958 1.36136 1.5 -3.7 -2.3
C -1.47918 -3.08941 1.58687 0.5 -3.3 8.9
C -2.51672 -2.51633 1.05229 -2.8 1.8 -3.9
C -2.05062 -2.04209 -0.21193 -6.7 3.5 0.5
C -0.81059 -1.90146 -0.60467 4.2 0.8 -5.9
H -0.42938 -1.30514 -1.70609 -1.8 -1.9 3.4
S -3.33789 -0.91799 -1.09663 -1.0 -0.5 1.8
O -4.65883 -1.44766 -0.95481 -0.7 0.0 2.6
O -3.02659 -0.87105 -2.43311 2.9 0.2 -5.2
N -3.16701 0.70456 -0.59684 -3.7 -5.4 0.4
C -3.81023 0.91531 0.81221 1.4 1.9 -4.9
H -4.35391 1.94677 0.31967 0.6 -2.8 3.1
C -2.67040 1.04011 1.78455 -7.5 1.2 4.4
H -3.26385 0.58067 2.71873 1.7 1.0 -1.1
H -1.89349 0.47156 1.64499 4.1 -3.5 -1.2
C -2.29495 2.40641 2.03094 4.9 1.6 -2.0
H -3.02685 3.09536 2.00719 -3.2 2.0 -0.3
C -1.24317 2.95890 0.75460 -1.1 -2.8 2.1
C -1.85941 2.67537 -0.73072 3.7 1.6 2.4
H -2.77329 3.21927 -0.65313 -1.0 0.0 -0.9
C -1.95478 1.11637 -1.07269 2.0 5.9 1.0
H -1.09145 0.63153 -0.65677 0.7 -0.3 0.0
H -1.87115 1.37709 -2.10314 -0.4 -1.8 -1.3
H -1.13147 3.21707 -1.47180 -1.5 -1.1 1.2
H -0.97331 3.91159 1.22774 -0.1 0.4 -1.4
H -0.35949 2.29501 0.89423 -0.3 0.5 -0.3
H -1.80886 2.66897 2.96916 0.6 -0.6 0.0
H -4.35124 -0.04129 0.98035 -0.5 1.4 -0.3
H -3.62576 -2.42245 1.44826 2.6 -0.5 -1.1
H -1.83823 -3.60393 2.66809 1.7 1.1 -2.6
H 0.59020 -3.58400 1.96291 -0.8 1.6 -0.5
C 5.33429 -1.18493 0.60811 10.5 -11.1 6.3
H 6.35694 -1.63500 -0.04013 -2.8 1.2 1.2
H 4.88782 -2.20668 0.96560 0.1 1.9 -1.2
H 6.05582 -1.02523 1.61819 -2.5 1.0 -2.7
H 2.01245 2.85800 -1.69561 0.4 -1.6 0.9
H 2.44248 1.80195 -2.85916 1.0 -0.4 -0.7
H 1.32063 1.19469 -1.89536 -0.1 -0.3 1.0
```
Forces are in eV/Å.

The calculation puts the total energy at -1621.7474 Ha. As for the LUMO energy: -0.029 hartree. The calculation puts the HOMO energy at -9.3 eV. As for the multiplicity: 1. The energy above the lowest of the compared OMol25 structures with the same formula, charge and spin comes out at 409.28 kcal/mol.

These are the natural (NBO) partial charges, in e, on atoms 1 to 5:
1. C -0.68
2. C 0.17
3. N -0.07
4. O -0.34
5. C 0.28

=====

Record 3
C34H29AlCl4IN7O3S2 as an isolated structure. Source: OMol25; level of theory: the ωB97M-V functional and the def2-TZVPD basis.

```
81
Properties=species:S:1:pos:R:3:forces:R:3
Al 1.17967 -0.77186 -1.85107 0.4 0.1 0.2
Cl 4.05242 5.23522 -2.11667 0.0 0.0 0.0
C 3.71816 3.52966 -2.17242 0.1 0.0 0.0
C 4.78040 2.65216 -2.27375 0.0 0.0 0.0
C 4.54675 1.27905 -2.31222 0.0 0.0 0.0
I 6.11465 -0.07820 -2.48690 0.0 0.0 0.0
C 3.25143 0.80398 -2.24265 0.0 0.0 0.0
O 2.89998 -0.50460 -2.25879 0.2 0.0 -0.1
C 2.18913 1.70234 -2.15764 -0.1 0.0 0.0
N 0.93890 1.09379 -2.11304 -0.1 0.0 -0.1
C -0.16238 1.92941 -2.10524 0.1 -0.1 0.0
C -0.03547 3.29141 -2.05886 0.0 0.0 0.0
C 1.22034 3.91817 -2.04316 0.0 0.0 0.0
C 2.38127 3.09362 -2.11938 -0.1 0.0 0.0
H 5.78861 3.03683 -2.32002 0.0 0.0 0.0
H -1.12749 1.44740 -2.13042 0.0 0.0 -0.1
H -0.93617 3.89090 -2.05428 0.0 0.0 0.0
H 1.31364 4.99185 -2.01472 0.0 0.0 0.0
Cl -1.15758 7.53676 4.93980 0.0 0.0 0.0
C -0.99051 5.89526 4.42050 0.0 0.0 0.0
C -1.35963 5.53793 3.13530 0.0 0.0 0.0
C -1.21799 4.21624 2.74639 0.0 0.0 0.0
C -0.71374 3.24514 3.60619 0.0 0.0 0.0
C -0.60441 1.82806 3.10163 -0.1 0.0 0.0
C 0.83094 1.30434 3.04880 0.0 0.0 0.1
N 0.96459 0.23881 2.05574 -0.1 0.0 0.1
C 1.04218 -1.11169 2.30090 0.0 0.0 0.0
C 1.09992 -1.71879 1.08985 0.0 0.0 0.0
N 1.04239 -0.74940 0.10426 -0.1 -0.1 0.0
C 0.95996 0.41752 0.73478 0.1 0.0 0.0
O -1.40114 0.93935 3.87849 0.2 -0.2 -0.1
C -2.40323 0.27071 3.11723 -0.1 0.2 0.0
C -3.40017 1.24883 2.57207 -0.1 -0.1 0.1
C -3.58389 1.54289 1.25662 0.0 0.0 0.0
Cl -2.72535 0.86275 -0.07696 -0.1 -0.1 0.1
S -4.74734 2.77109 0.98915 0.0 0.0 0.0
C -5.00950 2.92100 2.67653 0.0 0.0 0.0
C -4.24066 2.06314 3.39211 0.0 0.0 -0.1
C -0.35229 3.64314 4.88847 0.0 0.0 0.0
Cl 0.29176 2.50122 6.03085 0.0 0.0 0.0
C -0.48645 4.95595 5.30520 0.0 0.0 0.0
H -1.75387 6.27976 2.45640 0.0 0.0 0.0
H -1.51566 3.92648 1.74506 0.0 0.0 0.0
H -0.98640 1.84636 2.07559 0.1 0.0 0.0
H 1.10001 0.88334 4.01484 0.0 0.1 0.0
H 1.53179 2.10229 2.80502 0.0 0.0 -0.1
H 1.07041 -1.50668 3.30041 0.0 0.0 0.0
H 1.19483 -2.76045 0.84434 0.0 0.0 0.0
H 0.91177 1.38120 0.25657 0.0 0.1 0.0
H -2.88038 -0.42777 3.80426 0.0 0.0 0.0
H -1.95305 -0.30443 2.30109 0.0 0.0 0.0
H -5.72497 3.63855 3.04165 0.0 0.0 0.0
H -4.24124 2.00825 4.47048 0.0 0.0 0.0
H -0.19928 5.24221 6.30627 0.0 0.0 0.0
O -0.50522 -1.08597 -2.48927 -0.4 -0.2 0.0
N -1.19041 -2.22865 -2.59133 0.0 0.1 -0.1
C -1.33269 -2.76545 -3.81510 0.0 -0.1 0.1
C -2.12028 -3.88306 -3.98483 0.1 0.1 0.0
C -2.77100 -4.42936 -2.88878 0.0 0.0 0.0
C -2.60635 -3.84811 -1.64215 0.1 0.0 0.0
C -1.79586 -2.74071 -1.50949 0.0 0.0 -0.1
H -0.81209 -2.24733 -4.60585 0.0 0.0 0.0
H -2.23058 -4.30043 -4.97462 0.0 0.0 0.0
H -3.40322 -5.29764 -3.00753 0.0 0.0 0.0
H -3.10353 -4.23707 -0.76575 0.0 0.0 0.0
H -1.61431 -2.21809 -0.58369 0.0 0.1 0.0
C 0.00500 -6.89984 -1.42077 0.0 0.0 0.0
C 1.23684 -6.19559 -0.85125 -0.1 0.0 0.0
C 1.58057 -4.94471 -1.59465 0.0 -0.1 0.0
N 1.17324 -3.76832 -1.28749 -0.1 0.1 0.0
N 1.65313 -2.78692 -2.12869 0.0 0.0 -0.2
C 2.43344 -3.26519 -3.08622 0.0 0.0 0.2
N 3.03777 -2.51974 -4.01976 0.2 0.1 -0.1
S 2.59831 -4.97859 -3.00821 0.0 0.0 0.1
H -0.15435 -7.84878 -0.91223 0.0 0.0 0.0
H 0.12317 -7.10424 -2.48542 0.0 0.0 0.0
H -0.88364 -6.28651 -1.28524 0.0 0.0 0.0
H 2.09424 -6.86924 -0.88046 0.0 0.0 0.0
H 1.07640 -5.92505 0.19252 0.0 0.0 0.0
H 3.25995 -1.57333 -3.69329 -0.1 0.1 0.0
H 3.74582 -2.96258 -4.58506 -0.1 0.0 0.0
```
Forces are in eV/Å.

As for the expectation value of S²: 0.773. The calculation puts the total energy at -5099.2807 Ha. As for the LUMO energy (alpha / beta): -0.125 / -0.125 hartree. Its total charge is +1. The calculation puts the HOMO energy (alpha / beta) at -7.2 / -9.4 eV. As for the multiplicity: 2. The energy above the lowest of the compared OMol25 structures with the same formula, charge and spin comes out at 11.09 kcal/mol.

These are the Mulliken partial charges, in e, on atoms 1 to 5:
1. Al -0.11
2. Cl -0.26
3. C 0.85
4. C -0.60
5. C -0.19

=====

- multiplicity of number 3 (C34H29AlCl4IN7O3S2)?
  2

=====

- Among the records above, which one has the highest multiplicity?
  C34H29AlCl4IN7O3S2

=====

- Which value of multiplicity does entry 2 give?
  1